[1]
Here is a cluster of 2 separate species, C4H8O2 in total from the Open Molecules 2025 dataset. Energies are from the ωB97M-V functional and the def2-TZVPD basis.

## Properties
SMILES: C=CCC=O.O
highest occupied orbital energy: -9.68 eV

Structure (ORCA input):
```
! RIJCOSX wB97M-V def2-TZVPD def2/J DEFGRID3
* xyz 0 1
O 2.83817 0.10562 -0.00144
O -0.59451 2.22331 0.70797
C 0.75167 -1.05010 0.27035
C -1.61110 -0.80409 -0.57075
C 1.74062 0.08269 0.50413
C -0.29682 -0.66666 -0.74372
H -2.31637 -0.55202 -1.35894
H 1.32320 -1.90721 -0.10440
H 0.08141 -0.27947 -1.69158
H -2.02647 -1.20232 0.35360
H 0.27025 -1.32391 1.21756
H -0.32497 2.78206 -0.03095
H 1.37650 0.91098 1.14002
H -1.02898 1.46705 0.28689
*
```

[2]
Here is a cluster of 2 separate species, C4H8O2 in total from the Open Molecules 2025 dataset. Energies are from the ωB97M-V functional and the def2-TZVPD basis.

## Properties
SMILES: C/C=C/O.C=O
highest occupied orbital energy: -8.28 eV

Structure (ORCA input):
```
! RIJCOSX wB97M-V def2-TZVPD def2/J DEFGRID3
* xyz 0 1
O -1.92027 0.80076 -1.38704
O 0.53473 1.96137 -0.31270
C 0.34632 -0.43040 -0.08851
C 0.37749 0.83182 0.36257
C -2.30586 -0.03053 -0.59663
C 1.50513 -1.02066 0.72964
H -2.38959 0.15932 0.48873
H 0.30708 1.77690 -1.23062
H 0.29657 -0.61079 -1.16715
H 1.22869 -1.82267 1.40194
H -2.64130 -1.03478 -0.92082
H 2.21728 -1.32326 -0.03800
H 2.06424 -0.26481 1.31215
H 0.37268 0.99316 1.43602
*
```

[3]
Here is the molecule C4H8O2 from the Open Molecules 2025 dataset. Energies are from the ωB97M-V functional and the def2-TZVPD basis.

## Properties
SMILES: C[C@H]1COCO1
highest occupied orbital energy: -9.79 eV

Structure (ORCA input):
```
! RIJCOSX wB97M-V def2-TZVPD def2/J DEFGRID3
* xyz 0 1
O 0.34449 1.16070 0.24329
O 1.83289 -0.46015 -0.21151
C -1.79660 0.14129 0.44058
C 0.56259 -1.09502 -0.29621
C -0.28905 -0.09171 0.53220
C 1.48147 0.85505 -0.52836
H 0.63030 -2.08460 0.16113
H -2.07411 0.74946 1.31186
H -0.06071 -0.36348 1.57076
H -2.06923 0.72609 -0.44322
H -2.39769 -0.77242 0.47604
H 0.31813 -1.21101 -1.36359
H 1.22367 0.90284 -1.60071
H 2.29385 1.54296 -0.29226
*
```

[4]
Here is the molecule C4H8O2 from the Open Molecules 2025 dataset. Energies are from the ωB97M-V functional and the def2-TZVPD basis.

## Properties
SMILES: COCC(C)=O
highest occupied orbital energy: -9.44 eV

Structure (ORCA input):
```
! RIJCOSX wB97M-V def2-TZVPD def2/J DEFGRID3
* xyz 0 1
O -0.95804 0.21062 0.82676
O 1.81497 -1.67516 -0.41108
C 1.70616 0.70556 -0.17525
C -1.88238 0.51837 -0.19031
C 1.17897 -0.70709 -0.05269
C -0.19620 -0.94115 0.57757
H -1.40169 0.80500 -1.13863
H 1.48634 1.06918 -1.18843
H -2.54974 -0.33316 -0.38591
H -2.48201 1.36069 0.16201
H -0.73570 -1.66241 -0.05465
H 2.79359 0.68711 -0.05296
H 1.24016 1.39088 0.53890
H -0.01445 -1.42845 1.54467
*
```

[5]
Here is a cluster of 2 separate species, C4H8O2 in total from the Open Molecules 2025 dataset. Energies are from the ωB97M-V functional and the def2-TZVPD basis.

## Properties
SMILES: C=CO.CC=O
highest occupied orbital energy: -9.31 eV

Structure (ORCA input):
```
! RIJCOSX wB97M-V def2-TZVPD def2/J DEFGRID3
* xyz 0 1
O 1.87323 -0.94688 0.01223
O 0.20757 -0.24589 -2.17041
C -1.50988 0.71202 -0.87843
C 0.46251 -0.08107 1.75107
C -0.78067 -0.33991 -1.24147
C 1.28835 -0.00123 0.50005
H 0.94788 -0.80937 -1.89435
H 1.32799 0.99259 0.01277
H -0.94300 -1.32941 -0.80767
H 1.02702 0.35022 2.58492
H -2.34833 0.59829 -0.20012
H -1.28702 1.69917 -1.27142
H 0.22286 -1.12333 1.97448
H -0.45371 0.50008 1.61482
*
```

[6]
Here is a cluster of 2 separate species, C4H8O2 in total from the Open Molecules 2025 dataset. Energies are from the ωB97M-V functional and the def2-TZVPD basis.

## Properties
SMILES: C=CC(=C)O.O
highest occupied orbital energy: -9.19 eV

Structure (ORCA input):
```
! RIJCOSX wB97M-V def2-TZVPD def2/J DEFGRID3
* xyz 0 1
O 4.29964 0.81568 3.60405
O -2.11201 0.62978 0.12093
C -1.04571 -1.22824 -1.20141
C -1.82072 -1.06233 -2.27248
C 0.19678 0.64627 -0.08911
C -0.97513 0.08036 -0.40422
H -2.67853 0.94709 -0.58685
H 0.36781 1.53856 0.48176
H -2.04925 -1.89903 -2.94776
H 1.04171 0.03636 -0.39421
H -0.42384 -2.04839 -0.89086
H 3.94439 0.42434 2.81223
H 3.64913 1.27883 4.15376
H -2.39426 -0.15928 -2.38583
*
```

[7]
Here is the molecule C4H8O2 from the Open Molecules 2025 dataset. Energies are from the ωB97M-V functional and the def2-TZVPD basis.

## Properties
SMILES: C[C@H]1O[C@H]1CO
highest occupied orbital energy: -10.29 eV

Structure (ORCA input):
```
! RIJCOSX wB97M-V def2-TZVPD def2/J DEFGRID3
* xyz 0 1
O -2.65495 0.35714 -0.36120
O -0.00914 -0.34553 1.48330
C -1.25815 0.38543 -0.57144
C 0.89526 -0.70528 0.44549
C -0.55094 -0.69680 0.20956
C 1.83094 0.36308 -0.05931
H 1.34658 1.34196 -0.04929
H -1.08119 -1.65286 0.19848
H 2.72253 0.42121 0.57234
H -2.81349 0.48599 0.58372
H -0.82996 1.36576 -0.31946
H 2.15577 0.14370 -1.08235
H 1.35930 -1.68299 0.59485
H -1.11258 0.21919 -1.64467
*
```

[8]
Here is a structure of composition C4H8O2 from the Open Molecules 2025 dataset. Energies are from the ωB97M-V functional and the def2-TZVPD basis.

## Properties
highest occupied orbital energy: -8.91 eV

Structure (ORCA input):
```
! RIJCOSX wB97M-V def2-TZVPD def2/J DEFGRID3
* xyz 0 1
O -1.11098 -0.38837 -0.90575
O 2.36338 0.58794 -1.15570
C -0.57851 0.18277 1.07593
C 2.07386 -0.53613 -0.53595
C -1.13057 -1.05972 0.36612
C -0.87502 0.87478 -0.26192
H 0.49188 0.09214 1.28325
H -1.77736 1.50151 -0.25932
H 2.87944 1.13752 -0.54512
H -1.10823 0.54412 1.96037
H -0.49956 -1.95621 0.36864
H -2.15396 -1.33156 0.65684
H 1.48134 -1.07416 -1.30913
H -0.05571 1.42537 -0.73826
*
```

What did we get for DFT total energy? Answer: -8371.5846, -8369.4249, -8371.7346, -8371.8873, -8371.3169, -8370.5419, -8371.3198, -8368.2063 eV, in the order shown.
What did we get for F_max? Answer: 0.0094, 0.0255, 0.0093, 0.0093, 0.0093, 0.0616, 0.0072, 0.0087 Eh/bohr, in the order shown.
What did we get for HOMO-LUMO gap? Answer: 0.3858, 0.3371, 0.3986, 0.3789, 0.3733, 0.3647, 0.4163, 0.3523 Eh, in the order shown.